{"formula": "C36H72O16S7", "method": "ωB97M-V/def2-TZVPD", "species": ["C", "C", "C", "O", "C", "H", "H", "H", "H", "H", "H", "H", "H", "C", "C", "C", "O", "C", "H", "H", "H", "H", "H", "H", "H", "H", "C", "C", "C", "S", "O", "O", "C", "H", "H", "H", "H", "H", "H", "H", "H", "C", "C", "C", "S", "O", "O", "C", "H", "H", "H", "H", "H", "H", "H", "H", "C", "C", "C", "S", "O", "O", "C", "H", "H", "H", "H", "H", "H", "H", "H", "C", "C", "C", "S", "O", "O", "C", "H", "H", "H", "H", "H", "H", "H", "H", "C", "C", "C", "S", "O", "O", "C", "H", "H", "H", "H", "H", "H", "H", "H", "C", "C", "C", "S", "O", "O", "C", "H", "H", "H", "H", "H", "H", "H", "H", "C", "C", "C", "S", "O", "O", "C", "H", "H", "H", "H", "H", "H", "H", "H"], "xyz": [[1.62934, 1.25274, -4.19026], [2.16644, 0.76332, -5.55965], [3.25235, -0.18127, -5.14400], [3.79319, 0.47549, -4.02933], [2.90043, 1.37533, -3.37708], [0.96139, 0.45633, -3.86211], [1.02003, 2.15505, -4.24200], [2.52271, 1.64017, -6.10032], [1.35997, 0.32238, -6.14554], [4.03222, -0.36319, -5.88346], [2.79532, -1.11466, -4.81537], [3.17163, 2.42997, -3.42485], [2.76182, 1.14290, -2.32121], [4.29260, 1.35435, 1.53720], [3.70692, 0.03245, 2.00800], [3.74264, -0.94923, 0.80971], [3.54559, -0.03775, -0.29158], [4.31853, 1.11561, -0.01286], [5.28359, 1.54221, 1.95040], [3.63985, 2.15222, 1.89137], [2.67959, 0.11515, 2.36276], [4.26500, -0.33568, 2.86888], [3.03272, -1.77574, 0.77817], [4.71446, -1.41093, 0.63506], [3.91860, 1.89398, -0.66271], [5.37562, 0.97904, -0.24092], [-4.59993, -0.28098, 6.29294], [-4.37882, -1.85521, 6.19750], [-5.44088, -2.32556, 5.19375], [-5.38140, -1.02623, 3.84223], [-6.70079, -0.78973, 3.36864], [-4.36082, -1.31609, 2.89231], [-4.69598, 0.33935, 4.94145], [-3.85462, 0.19369, 6.93115], [-5.50061, -0.23659, 6.90523], [-4.40563, -2.22003, 7.22428], [-3.38216, -2.05041, 5.80169], [-6.44081, -2.25435, 5.62172], [-5.19826, -3.22085, 4.62130], [-5.22411, 1.28792, 4.84461], [-3.67393, 0.48465, 4.59158], [-1.20298, -2.92908, 3.89285], [-0.54320, -3.25713, 2.50334], [0.80871, -3.89530, 2.81013], [1.45171, -3.12386, 4.32155], [2.04936, -1.83359, 4.00118], [2.16460, -4.07782, 5.15099], [-0.21980, -2.85813, 5.04697], [-1.98156, -3.67112, 4.06974], [-1.81209, -2.03660, 3.74940], [-0.27521, -2.37128, 1.92753], [-1.22850, -3.82642, 1.87535], [1.58206, -3.91022, 2.04214], [0.64658, -4.92039, 3.14330], [-0.20271, -1.90491, 5.57534], [-0.55589, -3.63463, 5.73413], [2.15729, -2.88960, -1.69919], [1.25938, -3.23388, -2.87838], [1.89633, -4.25932, -3.80275], [3.77525, -3.94753, -3.77756], [4.12682, -3.06882, -4.86673], [4.57402, -5.18339, -3.51358], [3.60031, -2.96470, -2.19245], [2.00317, -3.53788, -0.83659], [1.98933, -1.90591, -1.26074], [1.06102, -2.30474, -3.41267], [0.28493, -3.59085, -2.54502], [1.48078, -4.32308, -4.80841], [1.72637, -5.23423, -3.34583], [3.88877, -1.95819, -2.49549], [4.40899, -3.35822, -1.57658], [-0.95605, 3.78307, -1.48922], [-0.74161, 5.22644, -2.12065], [-2.06379, 5.81893, -2.60343], [-2.96155, 4.36383, -3.29803], [-2.61774, 4.28786, -4.69722], [-4.33897, 4.31678, -2.88658], [-1.98886, 3.07624, -2.37668], [-1.36436, 4.10980, -0.53285], [-0.04448, 3.22165, -1.28442], [-0.11449, 5.10892, -3.00439], [-0.24946, 5.92984, -1.44900], [-2.02904, 6.59032, -3.37274], [-2.69322, 6.08902, -1.75551], [-1.56358, 2.35979, -3.07948], [-2.74927, 2.51914, -1.82941], [3.50569, 5.52528, 2.98704], [2.28394, 4.77767, 3.36709], [1.27443, 4.94891, 2.26064], [2.22319, 5.15572, 0.64998], [1.86513, 6.45060, 0.08122], [2.14593, 3.97417, -0.24617], [3.83366, 5.24994, 1.47321], [4.27428, 5.55554, 3.75934], [3.35697, 6.60318, 3.05123], [1.99911, 5.19742, 4.33187], [2.53887, 3.72357, 3.47646], [0.87640, 5.92133, 2.55059], [0.41908, 4.27906, 2.17235], [4.45080, 5.99067, 0.96473], [4.34497, 4.30941, 1.26810], [-2.92705, -2.90415, -4.73452], [-2.56335, -4.15753, -3.97402], [-2.84070, -3.91699, -2.51493], [-4.53780, -3.09827, -2.56403], [-4.71899, -2.06940, -1.60990], [-5.54977, -4.14777, -2.77589], [-4.31673, -2.32996, -4.23126], [-2.90469, -3.02604, -5.81746], [-2.16401, -2.15554, -4.52130], [-1.58350, -4.55703, -4.23556], [-3.27088, -4.96190, -4.17524], [-2.17650, -3.12095, -2.17837], [-2.87291, -4.72156, -1.78027], [-4.23615, -1.27084, -3.98656], [-5.22647, -2.37462, -4.82999], [-1.06337, 0.34288, 2.03298], [-0.21649, 1.36931, 1.27532], [0.32055, 0.67178, -0.00481], [-1.03239, -0.44647, -0.59662], [-0.43181, -1.77064, -0.69820], [-1.70199, 0.12652, -1.72688], [-1.98222, -0.36344, 1.00252], [-1.61639, 0.77803, 2.86539], [-0.34018, -0.30454, 2.52890], [0.62389, 1.80784, 1.81342], [-0.82133, 2.22145, 0.96527], [1.10360, -0.01892, 0.30802], [0.82712, 1.14550, -0.84568], [-2.47774, -1.30634, 1.23383], [-2.77515, 0.34629, 0.76661]], "forces_ev_per_angstrom": [[-0.7024, -0.7309, -0.6944], [-1.1534, 1.0229, -0.2417], [-0.9528, 0.4669, 0.1088], [1.9192, 0.5105, 1.6478], [-1.0654, -0.1599, -0.6632], [-0.0251, -0.0941, 0.5369], [0.1760, 0.1107, -0.0779], [0.3406, -0.1226, -0.2034], [0.0917, -0.1203, -0.0850], [-0.0399, -0.0505, 0.1592], [0.1573, -0.2749, -0.2410], [0.8857, -0.0102, -0.1671], [0.1667, -0.4072, -0.0446], [-0.7652, -0.2630, -0.8024], [0.0945, -1.4471, 0.9225], [0.7072, 1.3558, -0.3102], [-0.2681, -0.5080, 0.1567], [0.1798, 0.5668, 0.4410], [0.0343, -0.0881, -0.1949], [-0.0137, 0.2105, -0.3683], [-0.0555, 0.1518, -0.1449], [-0.0609, -0.2581, -0.0162], [-0.4201, 0.4328, 0.1432], [0.3765, -0.0359, 0.4187], [0.0808, 0.2180, 0.3498], [0.1041, -0.3357, -0.4814], [-0.3277, -1.3856, 1.5931], [0.3272, 1.5875, -0.6617], [0.7927, 1.1325, -0.4862], [0.0234, 0.6103, 2.2824], [-0.8728, 0.3371, -0.0868], [1.1341, -0.5920, -0.6398], [0.1606, -0.6450, -0.9081], [0.2862, -0.0672, -0.2382], [-0.4285, 0.5051, -0.3315], [-0.3707, -0.4396, -0.2833], [0.0869, -0.1286, -0.0360], [-0.0171, -0.3719, -0.2750], [-0.3255, -0.2373, 0.4362], [-0.3143, -0.3306, 0.0364], [-0.0661, 0.0217, -0.3642], [-0.9786, 0.3990, -1.5905], [0.9797, 0.8883, 0.5468], [-0.1785, -1.1137, 0.5531], [-0.6428, -0.1220, 0.6056], [-0.5014, -0.7909, 0.1474], [-0.1388, 0.6215, -0.7494], [-0.1101, 0.0483, -0.2837], [0.2811, -0.3326, 0.2081], [0.2453, 0.3587, 0.1639], [-0.4894, 0.2771, 0.1284], [0.3343, -0.2946, 0.1187], [-0.1515, 0.2863, -0.0261], [0.1929, -0.2199, -0.0185], [0.1024, 0.0094, -0.1548], [0.9795, -0.0784, 0.2274], [0.9387, -0.7390, 0.6367], [-0.4565, 0.7838, -0.4822], [0.7853, -0.7358, 0.4008], [-0.8930, -1.4926, 1.8088], [0.1053, -0.4161, 0.0770], [-1.7565, 2.3825, -0.6483], [1.0669, 0.3622, -1.1060], [-0.0720, -0.5268, -0.1786], [-0.1772, 0.0967, -0.5665], [-0.0180, 0.0683, -0.2120], [0.0446, -0.0235, 0.0493], [0.3281, 0.3773, -0.0555], [0.4440, -0.2319, -0.0504], [0.2314, 0.0635, -0.1405], [-0.4157, -0.0694, 0.3830], [-0.8753, 2.1089, -0.3451], [0.7395, -0.5569, -0.9297], [-0.9182, -1.5363, 0.5779], [1.5703, -0.0862, 0.2551], [-0.1514, -0.0920, -0.0884], [-0.0133, 0.1361, 0.0776], [-0.6232, 0.0773, 0.2358], [-0.4122, -0.8113, 0.3823], [-0.0218, 0.2466, -0.3908], [0.2717, 0.1278, -0.0220], [0.1036, -0.2540, 0.0867], [0.1272, -0.1268, 0.1709], [0.0086, 0.4166, -0.0185], [0.0996, 0.3730, -0.1868], [0.0893, 0.0825, 0.1235], [1.1672, 1.8861, -1.4431], [0.3165, -1.5129, 0.3464], [-0.3134, 1.1413, -0.1407], [-0.7577, -0.4372, -0.5300], [0.3342, -0.9766, 0.5351], [0.1211, 1.6160, 1.8475], [0.5482, -0.3569, 0.6414], [0.6371, -1.3149, -0.4500], [-0.8976, 0.3374, -0.4107], [-0.6680, -0.3848, -0.0494], [0.0191, -0.1374, 0.3290], [-0.3596, 0.3248, -1.0632], [0.4359, -0.3246, -0.0814], [-0.3476, 0.3293, 0.1722], [-0.2557, -0.2749, 0.2842], [-0.8724, 1.0034, -0.2615], [-1.1869, -1.6338, 0.0222], [-0.4054, 1.9464, 0.6203], [-0.4956, -2.3126, -3.4412], [0.0104, 0.7531, 1.5561], [1.2222, 0.9310, 0.8881], [1.3507, 0.2838, 1.0534], [-0.1621, -0.2399, 0.0609], [-0.0116, 0.1759, 0.0958], [0.1597, 0.2804, 0.3174], [-0.0292, -0.1841, -0.8150], [0.0181, 0.0682, 0.5062], [-0.0246, -0.1511, -0.4124], [0.3115, 0.0455, -0.0477], [0.2383, -0.8943, -0.0402], [0.7090, -0.5206, -0.1143], [-0.0673, 0.7351, -1.6494], [-0.1862, -1.3154, 0.5791], [1.8426, 0.0513, 2.0660], [-0.6547, 0.2005, -0.2273], [-0.4894, -0.0822, -0.1055], [0.0113, 1.0823, -0.7387], [-0.3158, 0.1758, -0.2887], [-0.1081, -0.5656, -0.1450], [-0.0082, -0.3354, 0.3176], [-0.2545, 0.0991, 0.0127], [-0.1160, -0.3388, 0.1615], [-0.6504, 0.7981, 0.1011], [0.4476, -0.0161, 0.0774], [-0.2169, -0.0324, -0.0422]], "mulliken_charge": [-0.099, -0.872, 0.117, -0.498, 1.003, -0.150, 0.366, 0.341, 0.355, 0.346, -0.254, 0.194, -0.887, 0.409, -0.357, -0.405, 0.078, -0.550, 0.409, -0.632, -0.125, 0.650, -0.221, 0.365, 0.228, 0.272, -0.933, -0.006, -0.779, 0.836, -0.679, -0.380, -0.143, 0.441, 0.327, 0.417, -0.253, 0.341, 0.420, 0.474, -0.082, -0.157, 0.303, -1.000, 1.007, -0.521, -0.713, -0.879, 0.616, -0.147, -0.792, 0.587, 0.397, 0.399, 0.458, 0.361, 1.738, 0.227, -1.157, 1.060, -0.569, -0.708, -1.117, 0.106, -1.394, 0.065, -0.097, 0.514, 0.525, 0.256, 0.603, 0.726, -0.662, -0.940, 1.208, -0.665, -0.683, -0.870, 0.186, -0.484, 0.386, 0.258, 0.491, 0.368, 0.289, 0.340, -0.879, -0.480, -0.595, 0.997, -0.698, -0.371, -0.638, 0.416, 0.400, 0.405, 0.160, 0.408, 0.286, 0.538, 0.130, -0.325, -0.903, 0.021, 1.058, -0.551, -0.688, -0.683, 0.458, -0.003, 0.377, 0.397, -0.411, 0.596, 0.307, 0.388, 0.203, -0.596, 0.525, 1.006, -0.300, -0.451, -1.209, 0.374, -0.450, 0.397, -0.012, -0.806, -0.016, 0.489, 0.720], "total_energy_ha": -5405.83683, "homo_energy_ha": -0.339, "largest_force_ev_per_a": 4.176, "e_lumo_ev": -0.21, "total_charge": 0}